[1]
Below is a cluster of 16 separate species, C43H80F21N6O38P3 in total, with properties calculated with ωB97M-V/def2-TZVPD.

XYZ file:
```
191
Properties=species:S:1:pos:R:3:mulliken_charge:R:1
C 20.83297 -1.50130 43.95631 -0.68
N 21.11694 -0.07403 43.61546 0.97
O 22.16788 0.13202 43.05233 -0.58
O 20.26000 0.73918 43.83016 -0.47
H 19.75175 -1.59088 43.97840 0.16
H 21.24234 -1.71876 44.93657 0.30
H 21.26844 -2.10959 43.17466 0.32
C 15.00481 -3.43511 41.60017 -0.52
N 15.57140 -3.56843 42.95464 1.21
O 14.85095 -3.35320 43.87857 -0.64
O 16.71662 -3.92900 43.03962 -0.62
H 15.63126 -2.90354 40.89302 -0.12
H 13.98418 -3.08818 41.67434 0.27
H 14.97769 -4.45949 41.21526 0.42
C 15.86007 0.45645 45.58477 -0.69
N 17.34063 0.31003 45.61907 1.01
O 17.81044 -0.74333 45.21303 -0.56
O 17.97886 1.20978 46.10852 -0.57
H 15.57706 1.24643 44.89872 0.18
H 15.50589 0.61258 46.59808 0.42
H 15.48880 -0.51147 45.25965 0.15
C 18.46724 -5.76601 38.78947 -0.96
N 18.47855 -4.48002 38.04863 0.74
O 17.44904 -4.11666 37.53158 -0.29
O 19.49717 -3.83819 38.04036 -0.37
H 18.40956 -5.49877 39.83899 0.32
H 19.38840 -6.29622 38.57027 0.30
H 17.64570 -6.35489 38.40167 0.31
C 16.28226 5.23639 41.81662 -0.77
N 15.55978 4.22372 42.63949 0.65
O 15.82954 3.05906 42.41045 -0.09
O 14.65788 4.58780 43.36082 -0.54
H 17.29742 5.24912 42.21266 0.35
H 15.80612 6.19889 41.92852 0.34
H 16.31141 4.85491 40.80243 0.07
C 13.99151 -5.49114 38.76256 -0.67
N 13.48429 -6.41790 37.71346 1.00
O 12.67095 -5.99771 36.93091 -0.52
O 13.97321 -7.52057 37.69915 -0.60
H 15.05146 -5.32388 38.56909 0.12
H 13.85637 -6.03783 39.69028 0.48
H 13.48801 -4.53517 38.69443 0.20
C 14.56540 -6.78880 30.33635 -0.78
O 14.49941 -5.70786 31.27823 -0.23
P 15.43901 -5.74677 32.54563 0.88
O 16.87389 -5.72310 32.30304 -0.73
O 14.97262 -7.04284 33.32541 -0.35
C 13.57601 -7.31055 33.58599 -0.47
O 14.82859 -4.52838 33.36193 0.18
C 15.44649 -4.17594 34.60473 -0.75
H 15.10633 -7.64996 30.73385 0.36
H 15.11196 -6.47629 29.44837 0.29
H 13.53752 -7.04864 30.10351 0.25
H 13.39804 -8.35086 33.30597 0.29
H 12.94512 -6.70461 32.93083 0.31
H 13.35213 -7.16200 34.62926 0.04
H 14.75152 -4.33364 35.43006 0.22
H 15.75966 -3.13276 34.60689 -0.17
H 16.37113 -4.72395 34.80821 0.54
C 12.91187 1.61114 42.52030 -0.24
O 13.38984 1.67666 43.87315 0.88
P 12.33183 1.92295 45.04350 0.50
O 12.97473 2.14528 46.33091 -0.72
O 11.36811 3.02775 44.50601 -0.35
C 11.65582 4.41937 44.69640 -0.61
O 11.46876 0.60136 44.99918 -0.42
C 12.08756 -0.64609 45.27501 -0.53
H 11.84070 1.73015 42.37893 0.56
H 13.31132 0.67116 42.13402 -0.29
H 13.38706 2.37113 41.89305 -0.21
H 10.81827 4.94554 45.14933 0.27
H 11.85820 4.83431 43.71096 0.15
H 12.52050 4.57559 45.34112 0.33
H 13.13162 -0.56187 45.56389 0.10
H 11.99676 -1.31681 44.41880 0.21
H 11.52095 -1.11578 46.07980 0.36
C 13.36750 -0.57294 39.48628 -0.77
O 14.53340 -0.51363 40.29535 0.33
P 15.85733 0.22318 39.80564 -0.23
O 15.56045 1.38631 38.98540 0.27
O 16.55091 0.55738 41.18392 0.39
C 17.06020 -0.43388 42.04797 0.10
O 16.80265 -0.88696 39.17287 -0.04
C 17.10900 -0.76468 37.75936 -0.47
H 12.99593 -1.59854 39.47758 0.27
H 13.57001 -0.24674 38.46729 -0.04
H 12.56488 0.05719 39.87189 0.22
H 16.33503 -0.72312 42.81468 -0.33
H 17.93898 -0.12779 42.62284 -0.06
H 17.39296 -1.35270 41.55411 -0.01
H 16.59117 0.06527 37.28001 0.06
H 16.82208 -1.62891 37.17112 -0.05
H 18.17126 -0.55216 37.64865 0.19
C 12.09714 5.69904 35.32505 -1.09
C 13.29705 4.93923 35.85813 -0.42
O 13.01413 4.31817 37.11033 0.11
C 13.32033 5.00371 38.18492 -0.51
O 13.28640 6.16831 38.28211 -0.53
C 13.54762 4.07518 39.39317 1.10
F 13.49467 2.80330 39.06348 0.17
F 14.76183 4.30622 39.90155 -0.11
F 12.63550 4.30565 40.32664 -0.30
H 11.59470 6.25189 36.11641 0.30
H 11.38002 4.99678 34.90149 0.24
H 12.40268 6.39560 34.54540 0.38
H 14.23945 5.47954 35.84303 0.50
H 13.43013 4.09628 35.17785 0.21
C 18.41243 2.87841 32.68062 -0.80
C 19.35789 1.70869 32.45096 -0.38
O 18.80978 0.52007 33.02738 -0.16
C 18.21017 -0.31631 32.21733 0.04
O 17.92504 -0.11224 31.08353 -0.55
C 17.74475 -1.60466 32.91903 1.11
F 18.56823 -2.60038 32.61296 -0.27
F 17.76159 -1.47056 34.25301 -0.17
F 16.50673 -1.90394 32.54321 -0.20
H 18.72827 3.76248 32.13095 0.37
H 18.43475 3.12562 33.74399 0.03
H 17.37591 2.62912 32.45938 0.30
H 20.30199 1.88221 32.95764 0.33
H 19.53242 1.58700 31.38341 0.38
C 10.73690 2.14297 36.86205 -0.55
C 9.47394 1.54912 36.29360 -0.64
O 9.07739 2.38744 35.18217 -0.11
C 7.95043 2.06769 34.60666 0.39
O 7.39556 1.01271 34.69305 -0.51
C 7.41544 3.17031 33.67987 0.85
F 8.33076 4.12173 33.44929 -0.23
F 7.06573 2.65564 32.50406 -0.25
F 6.34480 3.75363 34.25165 -0.26
H 10.56718 3.19546 37.09282 0.50
H 11.51061 2.06144 36.10010 -0.12
H 11.05520 1.65108 37.77709 0.27
H 8.65595 1.56354 37.01399 0.37
H 9.69550 0.51999 36.03043 0.28
C 20.09087 -1.26216 40.21942 0.63
C 21.47299 -0.72924 39.88116 -0.28
O 21.78558 -1.03928 38.51989 -0.25
C 22.34369 -2.18912 38.26504 0.45
O 22.64442 -3.00749 39.05998 -0.57
C 22.58481 -2.39937 36.76057 0.82
F 21.82368 -1.55980 36.03472 -0.21
F 23.88798 -2.17655 36.48705 -0.27
F 22.28585 -3.65377 36.40025 -0.24
H 20.10355 -2.33623 39.99690 0.59
H 19.33522 -0.79211 39.59795 -0.53
H 19.83098 -1.20788 41.27658 -0.48
H 22.22016 -0.89794 40.65093 0.41
H 21.33767 0.35291 39.82501 -0.14
C 6.51341 -5.97698 41.60321 -1.20
C 6.68012 -4.75093 40.73528 -0.20
O 7.89217 -4.88337 39.99563 -0.18
C 8.39165 -3.81646 39.44287 0.28
O 8.03526 -2.69351 39.59153 -0.55
C 9.47801 -4.15424 38.39935 0.96
F 9.80074 -5.43630 38.39706 -0.28
F 9.02909 -3.85378 37.18472 -0.26
F 10.57724 -3.45441 38.63720 -0.17
H 5.71974 -5.84820 42.33042 0.39
H 7.46721 -6.27695 42.03872 0.31
H 6.26850 -6.85083 40.98718 0.31
H 6.71636 -3.88149 41.39614 0.29
H 5.83256 -4.60515 40.06645 0.31
C 20.22004 2.72703 41.06802 -1.65
C 18.82391 2.21387 40.76660 1.77
O 18.22898 2.88501 39.67014 0.10
C 18.59584 2.52448 38.47631 0.25
O 19.37461 1.65840 38.21495 -0.55
C 17.84182 3.26925 37.36226 0.86
F 17.30858 2.38646 36.51974 -0.08
F 16.89332 4.06152 37.83718 -0.26
F 18.71258 4.03124 36.66503 -0.32
H 20.51951 2.40308 42.06300 0.44
H 20.24953 3.81946 41.02620 0.39
H 20.97739 2.37770 40.36679 0.29
H 18.20878 2.35445 41.65140 0.03
H 18.86444 1.12795 40.69263 -1.20
C 10.30161 -0.23076 33.03712 -0.82
C 11.28109 -1.35424 33.28917 -0.27
O 12.56051 -0.83438 33.72638 -0.26
C 12.70989 -0.56416 34.98858 0.08
O 11.91617 -0.68715 35.87403 -0.49
C 14.14687 -0.07788 35.29603 0.89
F 14.89638 0.02993 34.19122 -0.22
F 14.11931 1.10945 35.88175 -0.22
F 14.77469 -0.94629 36.10001 0.12
H 9.86191 0.14763 33.96098 -0.15
H 9.45148 -0.62733 32.47654 0.49
H 10.74679 0.60602 32.50318 0.34
H 11.50055 -1.88112 32.36562 0.36
H 10.91485 -2.06469 34.02936 0.30
```

As for the multiplicity: 1. Its HOMO energy is -0.3869 hartree. Its energy is -7995.1886 hartree. The charge is 0.


[2]
Below is a structure of composition C43H83BCl2Cs2F2N4O16PS, with properties calculated with ωB97M-V/def2-TZVPD.

XYZ file:
```
155
Properties=species:S:1:pos:R:3:mulliken_charge:R:1
C 5.99443 -4.74728 1.59111 -1.24
C 7.30583 -3.99293 1.36612 -0.27
C 7.06394 -2.48677 1.24002 -0.76
C 8.16930 -1.74836 0.48363 -0.07
C 7.74729 -0.42351 -0.15832 -1.28
C 6.92170 0.51480 0.72594 -0.40
C 7.79826 1.55204 1.44155 -0.40
C 7.11192 2.22718 2.63471 -1.12
C 5.62611 2.51735 2.42545 -0.09
C 5.07982 3.51383 3.45819 -0.86
C 3.89930 4.31852 2.91439 -1.13
C 2.65466 3.45093 2.65033 -0.28
C 1.43225 3.81494 3.52149 -1.11
C 0.37230 4.57565 2.71765 -1.23
C -0.56268 3.63915 1.94359 -0.17
C -2.04881 3.78682 2.26988 -1.07
C -2.91698 3.18940 1.15418 -0.37
C -4.05968 2.30425 1.66646 -2.60
C -3.50885 0.90350 2.12924 0.19
C -3.35900 -0.26059 1.03910 -0.06
C -3.09268 0.12804 -0.42744 -0.71
F -3.47989 -0.96599 -1.20454 -0.43
C -1.61496 0.34625 -0.70392 -0.42
C -1.49180 0.88060 -2.21098 -1.41
N -4.68907 -0.92114 1.14643 -0.08
C -4.79901 -1.21020 2.50894 -0.52
O -5.20686 -2.23231 2.98633 -0.68
C -4.26290 0.06169 3.22718 1.40
B -5.58582 0.60992 3.94518 0.45
O -6.63808 1.12769 3.17096 -0.73
O -5.70916 0.59821 5.29761 -0.41
C -6.53033 -0.44503 5.87058 -0.66
P -3.09120 -0.35420 4.63613 -0.02
O -3.77398 -1.66273 5.28477 -0.44
Cl -1.45230 -1.16479 3.61171 -0.28
H 5.66022 -4.62121 2.62105 0.28
H 5.20686 -4.34670 0.95548 0.31
H 6.09809 -5.81540 1.41198 0.38
H 7.79181 -4.36211 0.46491 0.36
H 7.93137 -4.14379 2.24466 0.28
H 6.10957 -2.27583 0.75284 0.41
H 7.00684 -2.06519 2.24557 0.27
H 9.05992 -1.60489 1.09147 0.11
H 8.48814 -2.40549 -0.32991 0.15
H 8.67080 0.10731 -0.39571 0.31
H 7.24062 -0.61172 -1.10417 0.45
H 6.25028 1.06557 0.06678 0.37
H 6.27883 -0.00946 1.43156 0.32
H 8.68799 1.03828 1.81096 0.29
H 8.08528 2.30193 0.70678 0.30
H 7.25142 1.65347 3.55184 0.25
H 7.59491 3.19533 2.78450 0.39
H 5.43828 2.89878 1.42304 0.40
H 5.07537 1.58953 2.58321 0.16
H 4.80602 3.01607 4.39029 0.29
H 5.87133 4.23089 3.68923 0.44
H 4.21823 4.79869 1.99145 0.43
H 3.66582 5.09227 3.64613 0.46
H 2.36272 3.59245 1.61029 0.44
H 2.89270 2.40069 2.81401 0.19
H 0.99700 2.91838 3.96599 0.47
H 1.74746 4.45613 4.34549 0.53
H -0.20531 5.19564 3.40416 0.47
H 0.87838 5.24074 2.02122 0.47
H -0.27536 2.59111 2.08727 0.05
H -0.47055 3.86697 0.88037 0.44
H -2.27169 4.84834 2.36565 0.56
H -2.30528 3.35389 3.24159 0.31
H -2.32326 2.69662 0.38920 -0.05
H -3.41394 4.03385 0.67462 0.65
H -4.73813 2.11311 0.80288 1.88
H -4.57320 2.89064 2.43754 0.17
H -2.47068 1.03048 2.43812 0.51
H -2.66172 -0.98441 1.44496 0.57
H -3.69032 0.98570 -0.79675 0.23
H -1.14571 1.01098 0.02241 -0.55
H -1.06305 -0.58883 -0.66494 0.72
H -0.79869 0.28143 -2.80341 0.72
H -1.23159 1.93473 -2.25317 0.53
H -2.46837 0.78296 -2.67817 0.46
H -4.74773 -1.84695 0.72281 0.27
H -7.30446 0.43876 3.05283 0.34
H -6.54447 -1.32043 5.22532 0.34
H -7.53568 -0.06133 6.02483 0.25
H -6.07705 -0.71496 6.81616 0.24
H -3.74800 -2.43447 4.70115 0.34
C 11.60916 -1.73394 -1.30995 0.66
O 11.06653 -1.18644 -0.36791 -0.54
N 10.89875 -2.24344 -2.36185 -0.36
N 12.97042 -1.88102 -1.39200 -0.48
H 11.31999 -2.69576 -3.14967 0.16
H 9.90102 -2.14402 -2.32976 0.23
H 13.51613 -1.51618 -0.63516 0.21
H 13.43381 -2.32679 -2.15962 0.14
Cs -6.04279 1.36325 0.07113 1.17
N 12.34411 3.69455 2.91211 -0.59
C 12.15870 2.52677 2.30140 -0.28
C 12.01909 2.38783 0.92797 -0.15
C 12.06987 3.52922 0.14488 -0.41
C 12.25941 4.75382 0.76493 -0.30
C 12.39193 4.78063 2.14521 -0.27
H 12.11917 1.65683 2.94793 0.39
H 11.86874 1.40863 0.48981 0.49
H 11.96117 3.46530 -0.93003 0.39
H 12.30287 5.67089 0.19356 0.36
H 12.54364 5.71997 2.66605 0.36
C -6.10096 -4.55056 -4.31213 -0.27
C -5.11007 -3.76002 -3.45765 -0.57
C -5.59760 -2.33207 -3.66515 0.02
O -7.01073 -2.41356 -3.86594 -0.42
C -7.39051 -3.77644 -4.08316 -0.43
H -6.18760 -5.59756 -4.03953 0.34
H -5.81264 -4.49719 -5.36300 0.10
H -5.20993 -4.04826 -2.40703 0.21
H -4.06965 -3.89481 -3.74887 0.43
H -5.13945 -1.88436 -4.55222 0.27
H -5.39755 -1.68090 -2.81511 -0.15
H -7.91453 -4.14022 -3.19189 0.24
H -8.07569 -3.82719 -4.92906 0.25
C 1.19629 0.61642 -4.41473 0.55
O 2.18043 0.43713 -5.12560 -0.70
O 0.21986 -0.51564 -4.50807 -0.57
O 0.83041 1.47345 -3.60919 -0.57
H 0.68043 -1.06233 -5.15534 0.27
O -5.96983 6.75804 -3.19353 -0.66
Cl -5.16618 5.56136 -3.25047 1.66
O -4.64187 5.37494 -4.57178 -0.63
O -6.00018 4.41963 -2.89670 -0.70
O -4.09227 5.64512 -2.28400 -0.65
Cs 0.74392 0.24317 -0.69687 1.06
O -7.95650 -7.14808 -5.03405 -0.53
C -7.57464 -7.50415 -6.11414 0.92
O -6.51022 -6.88696 -6.66157 -0.37
C -5.86554 -7.34662 -7.85376 -0.45
C -6.54625 -6.83451 -9.10557 -1.00
C -8.30677 -8.56661 -6.90399 -1.21
H -5.77559 -8.43381 -7.84703 0.36
H -4.85551 -6.94618 -7.79239 0.36
H -7.56884 -7.20298 -9.18721 0.27
H -5.99510 -7.14944 -9.99160 0.38
H -6.59016 -5.74606 -9.08796 0.31
H -9.14099 -8.09644 -7.42306 0.28
H -8.69759 -9.29607 -6.19995 0.33
H -7.69018 -9.09490 -7.62602 0.35
F 2.71796 3.80184 -3.23274 -0.97
C -12.59485 2.81249 2.58024 -0.93
S -11.05122 3.44133 3.24635 0.47
O -9.98856 3.09852 2.26911 -0.55
C -10.92488 2.25649 4.59188 -0.91
H -12.83138 3.39634 1.69381 0.32
H -12.47461 1.76296 2.31213 0.28
H -13.38470 2.93275 3.32153 0.36
H -10.92089 1.24499 4.18462 0.26
H -11.76310 2.39105 5.27518 0.41
H -9.99075 2.45238 5.11429 0.28
```

As for the multiplicity: 1. Its HOMO energy is -0.0854 hartree. Its energy is -5035.5075 hartree. The charge is -1.


Number 1: LUMO energy -0.25 eV, maximum force 0.0544 hartree/bohr. Number 2: LUMO energy 0.36 eV, maximum force 0.1931 hartree/bohr.